Record 1
{"formula": "C29H58Br2F7N3O12S2", "method": "ωB97M-V/def2-TZVPD", "species": ["C", "C", "C", "C", "C", "C", "C", "N", "C", "C", "C", "O", "C", "C", "Br", "C", "C", "Br", "C", "S", "O", "O", "C", "F", "F", "C", "F", "F", "C", "F", "F", "F", "C", "N", "S", "N", "C", "H", "H", "H", "H", "H", "H", "H", "H", "H", "H", "H", "H", "H", "H", "H", "H", "H", "H", "H", "H", "H", "H", "C", "O", "H", "H", "H", "H", "C", "O", "H", "H", "H", "H", "C", "O", "H", "H", "H", "H", "C", "O", "H", "H", "H", "H", "C", "O", "H", "H", "H", "H", "C", "O", "H", "H", "H", "H", "C", "O", "H", "H", "H", "H", "C", "O", "H", "H", "H", "H", "C", "O", "H", "H", "H", "H"], "positions_angstrom": [[3.27, -5.08, 2.86], [3.39, -3.53, 3.25], [4.32, -2.67, 2.21], [3.82, -2.85, 0.66], [3.69, -1.43, -0.08], [2.33, -1.21, -0.88], [1.40, 0.05, -0.72], [1.79, 1.08, 0.26], [3.06, 1.79, -0.09], [1.77, 0.59, 1.64], [1.08, -0.80, 2.11], [2.29, 1.28, 2.58], [0.09, 0.24, -1.57], [-0.88, 1.50, -1.50], [-0.02, 2.92, -2.65], [-1.13, 2.09, -0.03], [-1.63, 1.02, 1.06], [-2.63, 3.43, -0.23], [-0.28, -0.89, -2.61], [-1.76, -0.80, -3.73], [-1.74, -1.81, -4.84], [-1.74, 0.59, -4.35], [-3.36, -0.86, -2.74], [-3.06, -0.98, -1.35], [-4.05, 0.38, -2.91], [-4.36, -2.03, -3.22], [-4.78, -1.84, -4.57], [-3.68, -3.29, -3.09], [-5.71, -2.15, -2.35], [-6.55, -1.01, -2.45], [-5.46, -2.51, -1.00], [-6.46, -3.22, -2.93], [0.63, -2.16, -2.77], [0.53, -3.30, -3.64], [1.81, -4.41, -3.40], [2.70, -3.56, -2.18], [1.94, -2.35, -1.92], [2.35, -5.32, 2.22], [4.26, -5.45, 2.41], [3.12, -5.65, 3.86], [3.91, -3.47, 4.28], [2.37, -2.99, 3.36], [5.44, -2.96, 2.33], [4.24, -1.58, 2.57], [2.82, -3.40, 0.66], [4.65, -3.50, 0.17], [4.54, -1.39, -0.87], [3.94, -0.62, 0.68], [2.88, 2.92, 0.00], [3.36, 1.61, -1.19], [3.91, 1.54, 0.65], [0.05, -0.96, 1.62], [0.97, -0.86, 3.25], [1.73, -1.69, 1.80], [-1.91, 1.33, -1.97], [-0.22, 2.71, 0.28], [-1.61, -0.07, 0.67], [-0.99, 1.13, 2.02], [-2.70, 1.30, 1.38], [4.78, -4.19, 7.71], [5.23, -3.55, 6.53], [4.55, -5.23, 7.48], [5.57, -4.16, 8.47], [3.88, -3.69, 8.09], [5.43, -2.63, 6.76], [-5.87, -0.35, 1.61], [-5.28, 0.14, 0.41], [-6.40, 0.47, 2.09], [-6.57, -1.15, 1.37], [-5.09, -0.72, 2.28], [-4.81, -0.60, 0.00], [0.66, 2.38, 5.14], [0.05, 1.10, 5.05], [-0.07, 3.14, 4.86], [0.99, 2.55, 6.17], [1.51, 2.42, 4.46], [0.71, 0.45, 5.30], [-1.39, 7.16, 0.77], [-0.28, 6.64, 0.05], [-1.52, 6.58, 1.69], [-1.21, 8.20, 1.02], [-2.29, 7.07, 0.16], [-0.19, 7.17, -0.76], [0.95, 4.96, 2.98], [1.56, 5.48, 1.81], [1.73, 4.64, 3.67], [0.34, 5.74, 3.46], [0.32, 4.10, 2.72], [0.84, 5.76, 1.22], [-4.15, -3.42, -8.13], [-5.47, -3.27, -7.62], [-4.21, -3.84, -9.14], [-3.66, -2.44, -8.18], [-3.58, -4.09, -7.49], [-5.39, -2.90, -6.73], [-4.39, -4.29, 1.94], [-3.78, -3.77, 0.77], [-3.60, -4.59, 2.64], [-5.00, -3.52, 2.41], [-5.00, -5.15, 1.69], [-4.50, -3.51, 0.17], [2.41, 2.10, -6.34], [1.36, 2.56, -5.51], [3.12, 2.92, -6.49], [2.92, 1.26, -5.86], [2.01, 1.80, -7.31], [0.74, 1.83, -5.40], [2.21, 5.95, -1.86], [2.32, 7.36, -1.82], [1.17, 5.68, -2.05], [2.84, 5.56, -2.67], [2.53, 5.52, -0.91], [3.25, 7.57, -1.65]], "lowdin_charge": [-0.1306, -0.2524, -0.2028, -0.2005, -0.1539, 0.0070, -0.0843, -0.0754, -0.0524, -0.3599, 0.0083, -0.0007, -0.0726, -0.6477, 0.7783, -0.6803, -0.1306, 0.6545, -0.1158, 0.8306, -0.3075, -0.3474, -0.3063, 0.0447, 0.0612, -0.2034, 0.0923, 0.0866, -0.2792, 0.1187, 0.0817, 0.0943, -0.2193, -0.2730, 0.9683, -0.2525, -0.2007, 0.0710, 0.0823, 0.0753, 0.0889, 0.0882, 0.1160, 0.0992, 0.1003, 0.1171, 0.1392, 0.0881, 0.0957, 0.1164, 0.1007, 0.0760, 0.0923, 0.0559, 0.0592, 0.0764, 0.0784, 0.0863, 0.0546, -0.1596, -0.1394, 0.0787, 0.0754, 0.0758, 0.0784, -0.1491, -0.1392, 0.0825, 0.0743, 0.0767, 0.0228, -0.1678, -0.1338, 0.0735, 0.0804, 0.0467, 0.0700, -0.1358, -0.1588, 0.0763, 0.0852, 0.0773, 0.0867, -0.1717, -0.1354, 0.0748, 0.0788, 0.0656, 0.0220, -0.1615, -0.1296, 0.0769, 0.0767, 0.0756, 0.0515, -0.1526, -0.1326, 0.0803, 0.0684, 0.0797, 0.0306, -0.1609, -0.1879, 0.0777, 0.0737, 0.0770, 0.0428, -0.1732, -0.1253, 0.0362, 0.0801, 0.0705, 0.0797], "smiles": "CCCCCc1c(N(C)C(C)=O)c([C@H](Br)[C@H](C)Br)c(S(=O)(=O)C(F)(F)C(F)(F)C(F)(F)F)c2nsnc12.CO.CO.CO.CO.CO.CO.CO.CO.CO", "e_tot_ev": -240817.7054, "homo_lumo_gap_ev": 7.0, "e_above_lowest_kcal_mol": 206.2, "max_force_ev_per_a": 7.013}



Record 2
{"formula": "C29H58N8O8S", "method": "ωB97M-V/def2-TZVPD", "species": ["N", "C", "C", "C", "C", "C", "C", "O", "C", "O", "C", "C", "C", "C", "C", "S", "C", "N", "N", "C", "O", "H", "H", "H", "H", "H", "H", "H", "H", "H", "H", "H", "H", "H", "H", "H", "H", "H", "H", "H", "H", "H", "H", "H", "C", "N", "C", "C", "O", "H", "H", "H", "H", "H", "H", "H", "C", "N", "C", "C", "O", "H", "H", "H", "H", "H", "H", "H", "C", "N", "C", "C", "O", "H", "H", "H", "H", "H", "H", "H", "C", "N", "C", "C", "O", "H", "H", "H", "H", "H", "H", "H", "C", "N", "C", "C", "O", "H", "H", "H", "H", "H", "H", "H"], "positions_angstrom": [[1.74, -1.19, 0.31], [1.83, -2.01, -0.92], [1.47, -1.15, -2.21], [0.22, -1.72, -2.99], [-1.12, -1.70, -2.15], [-2.13, -0.52, -2.49], [-1.60, 0.69, -3.34], [-0.69, 1.30, -2.39], [-0.94, 0.91, -1.05], [-0.22, 1.07, -0.12], [-2.36, 0.27, -1.13], [-3.42, 1.43, -1.10], [-3.29, 2.40, 0.14], [-3.32, 3.93, -0.25], [-1.94, 4.38, -0.87], [-0.85, 5.24, 0.39], [0.80, 4.63, -0.09], [1.41, 3.64, 0.58], [2.57, 3.47, -0.11], [2.65, 4.30, -1.13], [1.50, 5.10, -1.16], [2.31, -0.35, 0.24], [1.98, -1.75, 1.12], [1.06, -2.82, -0.87], [2.87, -2.40, -1.06], [1.41, -0.05, -2.00], [2.34, -1.28, -2.91], [0.46, -2.80, -3.17], [0.15, -1.25, -3.99], [-1.66, -2.65, -2.42], [-0.91, -1.80, -1.05], [-3.04, -1.05, -2.89], [-2.45, 1.33, -3.68], [-1.07, 0.47, -4.30], [-2.69, -0.49, -0.38], [-4.43, 0.95, -1.04], [-3.45, 2.07, -2.02], [-4.18, 2.21, 0.80], [-2.40, 2.16, 0.78], [-3.54, 4.58, 0.63], [-4.10, 4.04, -1.05], [-2.02, 5.08, -1.73], [-1.39, 3.48, -1.22], [3.45, 4.38, -1.89], [2.11, 8.36, -1.74], [2.12, 9.81, -1.85], [1.08, 10.64, -2.15], [-0.27, 10.01, -2.42], [1.26, 11.84, -2.21], [2.43, 8.09, -0.74], [2.82, 7.96, -2.47], [1.13, 7.94, -1.94], [2.99, 10.30, -1.69], [-0.99, 10.80, -2.64], [-0.21, 9.34, -3.27], [-0.61, 9.47, -1.53], [3.69, -4.84, 3.00], [2.70, -4.80, 1.94], [2.76, -5.38, 0.70], [4.00, -6.16, 0.35], [1.83, -5.25, -0.07], [3.24, -5.29, 3.88], [3.98, -3.82, 3.23], [4.57, -5.41, 2.71], [1.84, -4.30, 2.10], [3.90, -6.55, -0.66], [4.88, -5.51, 0.38], [4.12, -7.00, 1.03], [-0.83, 1.81, 5.99], [-1.84, 1.85, 4.95], [-1.81, 1.29, 3.71], [-0.59, 0.50, 3.33], [-2.76, 1.43, 2.95], [-1.28, 1.36, 6.88], [-0.53, 2.83, 6.22], [0.04, 1.23, 5.69], [-2.69, 2.37, 5.13], [-0.71, 0.12, 2.32], [0.29, 1.14, 3.34], [-0.46, -0.34, 4.01], [0.38, -7.00, -5.26], [0.38, -5.56, -5.37], [-0.66, -4.73, -5.68], [-2.00, -5.36, -5.95], [-0.48, -3.52, -5.73], [0.69, -7.27, -4.24], [1.10, -7.41, -5.97], [-0.60, -7.42, -5.46], [1.25, -5.07, -5.20], [-2.72, -4.58, -6.18], [-1.93, -6.04, -6.81], [-2.35, -5.90, -5.07], [0.43, -4.73, 6.52], [0.44, -3.28, 6.41], [-0.59, -2.45, 6.12], [-1.94, -3.07, 5.87], [-0.41, -1.24, 6.07], [0.76, -5.00, 7.53], [1.14, -5.14, 5.80], [-0.55, -5.14, 6.33], [1.32, -2.80, 6.57], [-2.66, -2.28, 5.65], [-1.89, -3.74, 5.01], [-2.28, -3.61, 6.75]], "lowdin_charge": [-0.0105, -0.2739, -0.1773, -0.1921, -0.1341, -0.2036, -0.1210, -0.0341, -0.4427, 0.1348, -0.1643, -0.1352, -0.1926, -0.2367, -0.4445, 0.9129, -0.6332, 0.0519, 0.0111, -0.1344, -0.0092, 0.0686, 0.0447, 0.0907, 0.1007, 0.0935, 0.1032, 0.0997, 0.0974, 0.1105, 0.1168, 0.1448, 0.1180, 0.1228, 0.1580, 0.1217, 0.1020, 0.1088, 0.0926, 0.0996, 0.1104, 0.0729, 0.0667, 0.1369, -0.0842, 0.0020, -0.5564, -0.0117, 0.0259, 0.0842, 0.0831, 0.0676, 0.1387, 0.0822, 0.0839, 0.0840, -0.0761, 0.0059, -0.5545, -0.0104, 0.0250, 0.0719, 0.0839, 0.0743, 0.1353, 0.0824, 0.0855, 0.0841, -0.0884, 0.0128, -0.5262, 0.0035, 0.0069, 0.0770, 0.0793, 0.0644, 0.1347, 0.0672, 0.0937, 0.0524, -0.0778, 0.0058, -0.5531, -0.0124, 0.0242, 0.0835, 0.0819, 0.0724, 0.1400, 0.0823, 0.0838, 0.0844, -0.0733, 0.0075, -0.5331, -0.0016, 0.0182, 0.0847, 0.0708, 0.0755, 0.1399, 0.0870, 0.0871, 0.0860], "smiles": "NCCCC[C@@H]1COC(=O)[C@H]1CCCCSc1nnco1.CNC(C)=O.CNC(C)=O.CNC(C)=O.CNC(C)=O.CNC(C)=O", "e_tot_ev": -70149.0397, "homo_lumo_gap_ev": 8.6, "e_above_lowest_kcal_mol": 44.7, "max_force_ev_per_a": 3.625}



Question: Which formula does entry 1 have?
Answer: C29H58Br2F7N3O12S2



Question: Number 2 is which compound?
Answer: C29H58N8O8S



Question: Which formula does entry 1 have?
Answer: C29H58Br2F7N3O12S2